Molecular formula: C13H17BF4HgN2
Method: DFT, ωB97M-V/def2-TZVPD

Structure (XYZ):
```
38
Properties=species:S:1:pos:R:3:forces:R:3
C 0.745 -1.669 -0.904 -1.316 -0.810 0.023
C 0.596 -1.516 0.879 -0.497 -1.176 0.340
H -0.310 -1.968 -0.946 0.566 -0.503 -0.287
H 1.402 -2.532 -1.091 -0.389 0.219 0.887
H 0.783 -1.169 -1.895 0.490 1.562 1.068
H 0.637 -0.838 1.804 0.694 0.362 -1.694
H -0.487 -1.821 0.989 1.408 0.179 -0.281
H 1.267 -2.375 1.110 -0.747 0.598 -0.056
C -1.536 1.261 -2.296 -0.833 0.827 -0.377
C -2.369 2.076 -3.101 0.592 -0.169 0.234
C -2.777 3.322 -2.634 0.242 -0.216 0.632
C -2.400 3.684 -1.343 0.771 -0.596 0.575
H -1.245 0.260 -2.667 0.037 0.707 0.378
H -2.618 1.749 -4.101 -0.138 -0.063 0.007
H -3.382 4.007 -3.217 0.047 -0.212 -0.108
H -2.648 4.610 -0.854 -0.393 0.254 -0.471
N -1.138 1.653 -1.086 -0.100 -0.421 -0.408
C -1.580 2.824 -0.594 -0.036 -0.480 -0.937
C -1.151 3.100 0.801 0.449 0.132 0.886
N -0.271 2.201 1.319 -0.389 0.636 0.969
C 0.053 2.331 2.616 -0.518 0.628 0.350
C -1.233 4.380 2.868 -0.124 -0.692 -0.423
C -0.407 3.394 3.436 0.215 0.004 -0.510
H 0.675 1.536 3.073 -0.261 0.604 -0.451
H -0.071 3.467 4.480 -0.245 -0.101 -0.579
C -1.653 4.197 1.539 0.649 -0.596 -0.241
H -2.327 4.882 1.014 0.264 -0.168 0.644
H -1.603 5.237 3.440 0.261 -0.410 -0.160
Hg 1.745 0.527 -0.043 -0.756 -0.455 -0.342
C 2.913 2.154 -0.638 0.066 0.265 -0.360
H 3.171 2.663 0.307 0.043 -0.051 -0.669
H 2.193 2.772 -1.252 1.076 -0.626 0.624
H 3.829 1.809 -1.205 -1.223 0.515 0.669
F -0.781 -4.993 -0.158 0.754 -0.293 -0.215
B 0.549 -5.504 -0.187 0.650 -0.379 0.447
F 0.934 -5.893 1.150 -0.484 0.151 -1.205
F 0.743 -6.549 -1.137 -0.562 0.732 0.949
F 1.453 -4.447 -0.570 -0.261 0.043 0.090
```
Positions in Å, forces in eV/Å.

The frontier orbital gap is 8.98 eV. As for the total energy: -1192.87856 Eh. Its spin multiplicity is 1.

Atomic partial charges in e from the Löwdin method, atoms 1 to 8: -0.15, -0.15, 0.06, 0.05, 0.05, 0.05, 0.09, 0.07

---

Molecular formula: C24H56N2O14PS4
Method: DFT, ωB97M-V/def2-TZVPD

Structure (XYZ):
```
101
Properties=species:S:1:pos:R:3:forces:R:3
C 1.416 -2.043 2.657 -0.056 0.608 -0.449
C 2.165 -0.933 2.128 0.323 -0.611 0.068
C 2.783 -0.822 0.721 0.269 0.121 0.999
C 1.744 -0.849 -0.469 1.009 0.389 0.755
P 2.421 0.337 -1.799 -0.806 -0.340 -1.750
N 4.166 0.165 -1.785 -0.997 0.553 0.881
O 2.041 1.912 -1.296 1.095 -1.505 0.644
C 1.727 -2.253 -1.164 -0.411 1.266 -0.206
C 0.624 -3.255 -0.686 2.361 -1.919 -0.290
C -0.002 -3.922 -1.957 0.159 0.089 -0.334
C 1.378 -4.433 0.065 -1.286 -0.282 0.116
N -0.344 -2.720 0.278 -0.639 0.274 -1.664
O -1.277 -3.550 0.549 0.230 -0.026 0.549
C -0.812 -1.362 0.008 -1.352 2.766 0.733
C -1.737 -1.241 -1.269 0.291 -1.458 -0.072
C -1.700 -0.862 1.207 -0.020 0.366 -0.299
C 0.330 -0.288 -0.116 0.044 -0.432 -0.740
H 0.330 -1.891 2.787 0.775 0.029 1.111
H 1.816 -3.037 2.898 -0.174 0.199 -1.048
H 2.352 -0.093 2.827 -0.996 0.116 -0.810
H 3.306 0.161 0.672 -0.184 -0.525 0.267
H 3.585 -1.569 0.534 -0.497 0.267 0.028
H 4.604 1.066 -1.622 0.246 -0.179 0.018
H 4.486 -0.233 -2.656 -0.069 0.210 -0.093
H 2.047 1.971 -0.332 0.041 0.260 0.170
H 2.743 -2.676 -1.067 -0.606 0.043 0.050
H 1.597 -2.067 -2.255 -0.105 -0.181 0.580
H -0.976 -4.405 -1.776 0.372 0.299 0.149
H 0.695 -4.725 -2.274 -0.323 0.451 0.139
H -0.072 -3.229 -2.820 -0.213 -0.243 0.581
H 2.391 -4.602 -0.330 -0.374 0.188 0.255
H 0.790 -5.361 -0.089 0.376 0.434 0.133
H 1.356 -4.255 1.155 0.447 0.001 -0.588
H -2.622 -0.610 -1.085 0.599 -0.099 -0.088
H -1.182 -0.887 -2.158 -0.287 -0.130 0.430
H -2.110 -2.260 -1.490 -0.020 0.533 -0.031
H -2.474 -1.589 1.498 0.517 0.094 -0.015
H -1.076 -0.514 2.053 -0.406 -0.568 -0.234
H -2.242 0.045 0.866 0.417 -0.423 0.157
H 0.314 0.359 0.781 0.421 -0.404 -0.350
H 0.024 0.371 -0.958 0.036 -0.303 0.524
O -2.114 2.604 -4.047 0.184 0.301 -0.419
S -0.888 3.240 -4.448 0.833 -0.233 0.185
O -0.888 4.531 -5.079 -0.407 -0.344 0.099
O -0.049 2.214 -5.361 -0.143 0.322 0.533
C -0.692 1.650 -6.510 -0.329 -0.154 -0.720
C -0.783 2.640 -7.657 -0.102 0.256 0.081
C 0.218 3.274 -3.073 -0.169 0.005 -0.229
H -1.678 1.262 -6.242 0.048 0.090 0.149
H -0.082 0.799 -6.815 0.122 0.059 0.284
H -1.454 3.464 -7.414 0.011 -0.036 -0.009
H -1.162 2.150 -8.556 0.049 -0.080 0.050
H 0.195 3.071 -7.872 0.001 -0.085 -0.021
H 0.247 2.290 -2.621 -0.021 0.006 -0.084
H -0.164 4.005 -2.362 -0.100 -0.006 -0.081
H 1.203 3.574 -3.422 -0.026 -0.050 -0.022
O 4.022 -4.590 3.190 0.344 -0.032 -0.397
S 5.287 -3.979 2.885 0.391 0.239 0.480
O 5.748 -3.836 1.533 -0.410 -0.207 0.208
O 6.437 -4.701 3.749 -0.405 0.519 -0.112
C 6.565 -6.126 3.646 0.144 -0.819 -0.224
C 7.232 -6.547 2.350 -0.107 0.150 -0.233
C 5.366 -2.401 3.674 0.100 -0.034 0.049
H 5.590 -6.605 3.763 -0.048 0.187 -0.019
H 7.181 -6.439 4.489 -0.062 0.303 0.082
H 6.601 -6.322 1.490 0.007 -0.025 0.035
H 7.429 -7.620 2.352 0.001 0.023 0.105
H 8.173 -6.013 2.210 0.010 -0.058 0.068
H 5.056 -2.509 4.711 -0.005 -0.032 -0.027
H 4.686 -1.736 3.142 -0.051 -0.122 -0.044
H 6.386 -2.027 3.606 -0.014 -0.052 -0.021
O -1.150 0.953 4.935 0.140 0.316 -0.419
S -1.870 1.894 4.121 -0.559 0.299 0.246
O -1.461 2.197 2.779 0.233 -0.237 0.384
O -2.030 3.271 4.939 -0.246 -0.538 -0.240
C -0.845 3.896 5.447 0.722 0.403 0.126
C -0.058 4.600 4.357 0.028 -0.155 -0.239
C -3.579 1.447 4.101 -0.011 0.093 0.036
H -0.225 3.166 5.974 -0.129 -0.112 -0.086
H -1.176 4.628 6.184 -0.266 -0.158 -0.049
H 0.359 3.884 3.647 -0.004 0.013 0.038
H 0.768 5.168 4.787 -0.071 0.000 0.080
H -0.702 5.277 3.794 0.012 0.030 0.080
H -3.906 1.256 5.120 0.047 0.018 -0.006
H -3.673 0.545 3.498 0.121 0.021 -0.010
H -4.147 2.258 3.651 0.054 -0.007 -0.009
O -6.420 1.447 -2.109 0.250 0.265 0.325
S -5.657 2.664 -2.165 -0.052 0.439 -0.505
O -4.572 2.905 -1.256 -0.369 -0.324 -0.039
O -6.675 3.912 -2.096 0.332 -0.319 -0.292
C -7.597 3.969 -1.002 -0.355 0.065 0.689
C -6.927 4.406 0.288 0.237 -0.132 0.071
C -5.091 2.925 -3.817 -0.270 0.025 0.022
H -8.103 3.009 -0.879 0.138 -0.043 -0.115
H -8.357 4.701 -1.280 0.144 -0.033 -0.265
H -6.219 3.655 0.638 -0.034 0.012 -0.020
H -7.670 4.561 1.072 -0.058 0.024 -0.088
H -6.369 5.332 0.137 -0.083 0.016 -0.008
H -5.924 2.783 -4.501 -0.058 0.026 0.094
H -4.311 2.196 -4.015 0.011 0.022 0.135
H -4.686 3.930 -3.894 0.045 -0.049 0.045
```
Positions in Å, forces in eV/Å.

The frontier orbital gap (spin up / spin down) is 7.91 / 8.18 eV. As for the total energy: -4044.79105 Eh. The expectation value of S² is 1.383. Its spin multiplicity is 2.

Atomic partial charges in e from the Löwdin method, atoms 1 to 8: 0.03, -0.14, -0.19, -0.49, 0.92, -0.17, -0.33, -0.12